Version A
C9H12N2O2 | ωB97M-V with the def2-TZVPD basis set

- E_LUMO (alpha / beta): 0.20 / 0.20 eV
- Multiplicity: 1
- HOMO-LUMO gap (alpha / beta): 6.83 / 6.84 eV

Structure (XYZ):
```
25
Properties=species:S:1:pos:R:3:nbo_charge:R:1
C -0.054 2.389 -0.648 -0.225
C 0.505 1.596 -1.615 -0.229
C -0.763 1.847 0.383 -0.011
C -0.221 -0.288 -0.449 -0.030
C 0.541 0.226 -1.478 -0.013
C 1.754 -1.232 1.382 0.892
C 1.274 -0.759 -2.410 -0.649
C -2.665 0.299 2.181 -0.478
C -1.564 0.043 1.586 -0.050
N -0.922 0.470 0.455 -0.283
N 0.890 -1.183 2.473 -0.860
O 2.520 -0.061 1.431 -0.746
O 1.944 -2.099 0.585 -0.640
H -0.039 3.440 -0.769 0.229
H 1.051 2.172 -2.521 0.219
H -1.295 2.346 1.183 0.228
H -0.347 -1.380 -0.280 0.236
H 0.575 -1.147 -3.209 0.229
H 1.956 -0.197 -3.166 0.218
H 1.851 -1.610 -2.075 0.258
H 3.278 -0.045 0.813 0.500
H -2.809 0.042 3.203 0.200
H -3.557 0.675 1.641 0.164
H -0.063 -1.532 2.563 0.435
H 1.093 -0.305 3.048 0.406
```

---

Version B
C9H12N2O2 | ωB97M-V with the def2-TZVPD basis set

- E_LUMO: 0.80 eV
- SMILES string: CONC(=O)N(C)c1ccccc1
- Multiplicity: 1
- HOMO-LUMO gap: 9.42 eV

Structure (XYZ):
```
25
Properties=species:S:1:pos:R:3:nbo_charge:R:1
C -2.829 -0.384 -2.686 -0.267
C 0.682 -0.299 -1.736 0.787
C 1.685 -1.924 -0.116 -0.397
C 0.572 0.049 0.737 0.188
C -0.113 -0.354 1.929 -0.252
C -0.350 0.536 2.907 -0.198
C 0.430 1.725 3.098 -0.222
C 1.065 2.193 1.909 -0.198
C 1.119 1.306 0.751 -0.270
H -2.905 0.660 -2.940 0.170
H -2.626 -1.026 -3.596 0.181
H -3.760 -0.778 -2.260 0.213
H -0.841 0.503 -2.947 0.372
H 2.757 -1.727 0.068 0.189
H 1.341 -2.259 0.953 0.208
H 1.604 -2.605 -1.018 0.216
H -0.541 -1.262 1.711 0.220
H -1.010 0.298 3.824 0.215
H 0.338 2.393 4.057 0.228
H 1.695 3.110 2.048 0.222
H 1.890 1.352 -0.024 0.230
N -0.662 -0.120 -2.122 -0.359
N 0.766 -0.838 -0.403 -0.529
O -1.928 -0.494 -1.637 -0.347
O 1.621 -0.056 -2.504 -0.600
```

---

Stability summary: most stable version A, least stable version B.

---

Version A
H4OS2 | ωB97M-V with the def2-TZVPD basis set

- E_LUMO: 0.16 eV
- SMILES string: SS.O
- Multiplicity: 1
- HOMO-LUMO gap: 9.32 eV

Structure (XYZ):
```
7
Properties=species:S:1:pos:R:3:nbo_charge:R:1
O -0.237 -1.374 1.168 -0.907
H 0.703 -1.117 1.305 0.483
H -0.755 -0.633 1.557 0.461
S -0.171 1.030 -2.032 -0.131
S -0.002 1.249 0.021 -0.176
H 1.108 0.740 -2.351 0.128
H -0.646 0.104 0.332 0.141
```

---

Version B
H4OS2 | ωB97M-V with the def2-TZVPD basis set

- E_LUMO: 0.07 eV
- SMILES string: SS.O
- Multiplicity: 1
- HOMO-LUMO gap: 8.94 eV

Structure (XYZ):
```
7
Properties=species:S:1:pos:R:3:nbo_charge:R:1
S 0.134 -1.318 -0.203 -0.186
S 1.418 0.281 -0.347 -0.143
H -0.867 -1.194 0.704 0.156
H 2.510 -0.608 -0.750 0.173
H -2.040 1.809 1.589 0.467
H -2.319 1.565 0.094 0.468
O -2.763 1.879 0.896 -0.935
```

---

Stability summary: most stable version A, least stable version B.

---

Version A
C9H15N2 | ωB97M-V with the def2-TZVPD basis set

- E_LUMO: -4.95 eV
- SMILES string: CCC[C@H](C)c1cccn[nH+]1
- Multiplicity: 1
- Net charge: +1
- HOMO-LUMO gap: 9.90 eV

Structure (XYZ):
```
26
Properties=species:S:1:pos:R:3:nbo_charge:R:1
C 3.193 -0.328 0.112 -0.613
C 1.853 -0.251 0.859 -0.411
C 1.055 1.034 0.588 -0.383
C 0.024 0.930 -0.557 -0.279
C -0.667 2.287 -0.828 -0.607
C -0.978 -0.151 -0.266 0.329
C -1.159 -1.321 -1.016 -0.195
C -2.102 -2.221 -0.616 -0.119
C -2.865 -1.938 0.538 0.026
N -2.703 -0.835 1.226 -0.126
N -1.772 -0.008 0.794 -0.250
H 3.092 -0.819 -0.859 0.207
H 3.928 -0.896 0.683 0.233
H 3.610 0.667 -0.062 0.212
H 1.249 -1.124 0.583 0.185
H 2.024 -0.346 1.934 0.226
H 1.740 1.838 0.304 0.234
H 0.553 1.386 1.498 0.199
H 0.551 0.606 -1.460 0.237
H -1.659 2.359 -0.373 0.206
H -0.797 2.459 -1.897 0.242
H -0.060 3.099 -0.428 0.240
H -0.537 -1.487 -1.887 0.261
H -2.272 -3.146 -1.153 0.262
H -3.618 -2.620 0.914 0.248
H -1.684 0.825 1.369 0.437
```

---

Version B
C9H15N2 | ωB97M-V with the def2-TZVPD basis set

- E_LUMO: -4.08 eV
- SMILES string: [H]/N=C/C/C(=C\C=C)[NH+]=C(C)C
- Multiplicity: 1
- Net charge: +1
- HOMO-LUMO gap: 8.45 eV

Structure (XYZ):
```
26
Properties=species:S:1:pos:R:3:nbo_charge:R:1
C -2.675 1.233 0.051 -0.251
C -1.628 0.245 -0.285 -0.187
C 0.916 -1.730 0.030 0.488
C -3.978 0.972 0.195 -0.294
C 0.298 1.906 0.128 -0.533
C 1.776 2.588 0.214 0.184
C -0.323 0.369 -0.236 0.149
C 2.284 -2.228 -0.241 -0.688
C -0.184 -2.654 0.469 -0.698
N 0.776 -0.504 -0.333 -0.496
N 2.765 1.807 -0.018 -0.709
H -2.234 2.209 -0.230 0.222
H -2.080 -0.746 -0.655 0.214
H -4.449 0.092 -0.090 0.206
H -4.588 1.805 0.464 0.218
H -0.117 2.204 1.097 0.245
H -0.030 2.428 -0.786 0.239
H 1.726 3.663 0.520 0.205
H 2.388 -3.278 0.279 0.265
H 2.177 -2.496 -1.402 0.277
H 3.043 -1.463 -0.266 0.269
H -1.199 -2.421 0.129 0.264
H -0.242 -2.663 1.569 0.283
H 0.212 -3.636 0.181 0.259
H 1.559 0.138 -0.553 0.473
H 3.808 2.161 -0.234 0.396
```

---

Stability summary: most stable version A, least stable version B.

---

Version A
C2H6IO2P | ωB97M-V with the def2-TZVPD basis set

- E_LUMO (alpha / beta): -2.47 / -2.47 eV
- Multiplicity: 1
- HOMO-LUMO gap (alpha / beta): 7.00 / 7.01 eV

Structure (XYZ):
```
12
Properties=species:S:1:pos:R:3:nbo_charge:R:1
C -0.519 -0.032 0.118 -0.632
C 0.788 -0.129 0.888 -0.078
O 1.354 1.163 1.008 -0.796
O 2.123 3.322 0.066 -0.959
P 2.281 1.861 -0.061 1.859
I 4.422 -0.466 -0.003 -0.400
H -1.043 -0.983 0.147 0.226
H -1.151 0.732 0.564 0.222
H -0.335 0.240 -0.922 0.205
H 1.491 -0.805 0.391 0.207
H 0.611 -0.480 1.908 0.204
H 1.947 1.362 -1.329 -0.057
```

---

Version B
C2H6IO2P | ωB97M-V with the def2-TZVPD basis set

- E_LUMO: 0.12 eV
- SMILES string: CCO[P@@H](=O)I
- Multiplicity: 1
- HOMO-LUMO gap: 10.25 eV

Structure (XYZ):
```
12
Properties=species:S:1:pos:R:3:nbo_charge:R:1
C -1.360 -1.015 0.688 -0.643
C -0.721 0.041 -0.294 -0.078
O 0.284 0.930 0.374 -0.829
O 2.340 2.246 0.125 -1.061
P 1.641 1.033 -0.266 1.827
I 2.928 -1.044 -0.249 -0.166
H -1.829 -1.836 0.075 0.228
H -0.605 -1.523 1.342 0.228
H -2.122 -0.523 1.403 0.225
H -1.577 0.696 -0.423 0.205
H -0.321 -0.282 -1.206 0.192
H 1.342 1.277 -1.568 -0.130
```

---

Stability summary: most stable version B, least stable version A.